# 1
C51H71GeN5P3PdS | ωB97M-V with the def2-TZVPD basis set

Atoms and positions in Å:
Pd1 0.46670 -0.15008 -0.05880
C1 0.92792 -0.16951 4.11726
C2 1.50799 -1.40830 3.46824
C3 1.47481 -2.56975 4.46145
P1 0.80001 -1.73820 1.76316
C4 -0.88426 -2.50012 2.09348
N1 -2.06773 -2.01795 1.38448
Ge1 -1.87287 -0.72483 -0.09144
N2 -2.85169 0.92995 0.20633
C5 -2.09072 2.14892 -0.00721
P2 -0.48390 2.09821 0.92251
C6 -1.00695 2.65500 2.62061
C7 -1.93755 1.61593 3.25960
C8 -1.64962 4.03720 2.73977
C9 0.46449 3.55302 0.24438
C10 -0.33610 4.73504 -0.29798
C11 1.54225 3.98585 1.23998
C12 -4.09700 0.93440 0.77724
C13 -4.77116 2.02923 1.33729
C14 -5.97575 1.85805 2.00766
C15 -6.55203 0.60667 2.14828
C16 -5.94093 -0.47771 1.52615
C17 -4.76955 -0.30356 0.82130
N3 -4.19790 -1.32791 -0.02170
C18 -4.20915 -2.64654 0.53527
C19 -5.21172 -3.56404 0.30889
C20 -5.19034 -4.79884 0.95269
C21 -4.15723 -5.07344 1.82854
C22 -3.11898 -4.16777 2.03020
C23 -3.09820 -2.94191 1.35184
C24 -4.65109 -1.19738 -1.38203
C25 -5.98914 -1.11235 -1.71067
C26 -6.38411 -0.96349 -3.03395
C27 -5.40840 -0.87992 -4.01086
C28 -4.05907 -0.92887 -3.68571
C29 -3.64394 -1.09210 -2.35498
N4 -2.32717 -1.11720 -1.94420
C30 -1.39099 -0.62786 -2.94220
P3 0.35802 -0.41553 -2.37787
C31 1.14320 -2.01455 -2.95516
C32 0.15823 -3.16481 -2.74161
C33 1.72615 -2.11067 -4.36533
C34 0.95545 0.82910 -3.63819
C35 0.34201 0.75254 -5.03913
C36 0.80667 2.24584 -3.08942
C37 1.72273 -3.34300 1.49006
C38 3.23534 -3.16837 1.59948
C39 1.36160 -3.93559 0.14161
H1 1.48138 0.07901 5.02735
H2 -0.10790 -0.33806 4.40240
H3 0.96600 0.68054 3.43923
H4 2.55590 -1.19050 3.22854
H5 0.44954 -2.85667 4.70239
H6 1.94720 -2.26186 5.39806
H7 1.99728 -3.45702 4.10805
H8 -1.06334 -2.47176 3.17575
H9 -0.73088 -3.55708 1.85018
H10 -2.68057 3.03453 0.22927
H11 -1.82040 2.24312 -1.06727
H12 -0.06985 2.67471 3.18238
H13 -2.96994 1.81000 2.98126
H14 -1.87682 1.67657 4.34864
H15 -1.71238 0.59585 2.95069
H16 -2.52676 4.12787 2.09600
H17 -0.96872 4.85044 2.49593
H18 -1.99150 4.18927 3.76737
H19 0.99532 3.10317 -0.59617
H20 -0.90493 5.24559 0.47980
H21 -1.03940 4.42047 -1.07028
H22 0.33906 5.46877 -0.74827
H23 1.12666 4.55214 2.07403
H24 2.28111 4.62286 0.74617
H25 2.07044 3.12278 1.65289
H26 -4.35133 3.02408 1.28335
H27 -6.45662 2.72607 2.44253
H28 -7.47315 0.47811 2.69982
H29 -6.38602 -1.46547 1.56722
H30 -6.01459 -3.31055 -0.37309
H31 -5.97891 -5.51914 0.78212
H32 -4.13900 -6.01432 2.36522
H33 -2.33424 -4.43508 2.72173
H34 -6.72717 -1.13922 -0.91708
H35 -7.43318 -0.90331 -3.29004
H36 -5.69143 -0.75860 -5.04958
H37 -3.33415 -0.84136 -4.48156
H38 -1.71253 0.36035 -3.30689
H39 -1.38405 -1.28103 -3.82242
H40 1.97919 -2.11479 -2.25786
H41 -0.58119 -3.18831 -3.54580
H42 -0.38543 -3.07679 -1.80274
H43 0.68473 -4.12213 -2.75088
H44 0.94309 -2.13469 -5.12568
H45 2.28197 -3.04823 -4.45395
H46 2.41527 -1.30084 -4.60512
H47 2.02702 0.61260 -3.71062
H48 -0.67586 1.14726 -5.03686
H49 0.30690 -0.25644 -5.44376
H50 0.92047 1.37105 -5.73073
H51 -0.23719 2.47213 -2.85005
H52 1.13973 2.98196 -3.82728
H53 1.39443 2.37501 -2.18102
H54 1.39618 -4.03552 2.27192
H55 3.58955 -2.36979 0.94064
H56 3.74121 -4.08643 1.29124
H57 3.56446 -2.93384 2.61210
H58 1.62748 -3.23029 -0.64246
H59 0.29460 -4.14366 0.05537
H60 1.90061 -4.87089 -0.02830
N5 2.90041 0.26003 -0.33018
S1 3.67179 1.60845 -0.57744
C40 4.58882 2.04736 0.91136
C41 5.47885 3.11406 0.91238
C42 6.10082 3.47619 2.09598
C43 5.82912 2.77964 3.26883
C44 4.93088 1.72335 3.25799
C45 4.30120 1.35650 2.07501
C46 5.06218 1.36080 -1.68292
C47 4.91908 1.82931 -2.98067
C48 5.91275 1.56986 -3.91595
C49 7.03476 0.84348 -3.54767
C50 7.17016 0.37421 -2.24462
C51 6.18360 0.63101 -1.30849
H61 3.52370 -0.48429 -0.01446
H62 5.69217 3.65262 -0.00380
H63 6.79909 4.30290 2.10574
H64 6.31632 3.06800 4.19103
H65 4.71010 1.18639 4.17174
H66 3.56919 0.55676 2.04455
H67 4.03318 2.39141 -3.25568
H68 5.80791 1.93499 -4.92914
H69 7.80897 0.63957 -4.27566
H70 8.04786 -0.19195 -1.96152
H71 6.28140 0.27389 -0.28958

- HOMO-LUMO gap (alpha / beta): 4.87 / 6.91 eV
- Expectation value of S²: 0.755
- Energy: -5886.8257 a.u.
- Energy above the lowest of the compared OMol25 structures with the same formula, charge and spin: 81.2 kJ/mol
- Multiplicity: 2

Atom charges from the Löwdin analysis, given in e for atoms 1 to 99: Pd 0.06; C -0.13; C -0.56; C -0.11; P 0.98; C -0.38; N -0.17; Ge 0.89; N -0.17; C -0.37; P 1.01; C -0.53; C -0.12; C -0.11; C -0.55; C -0.10; C -0.12; C -0.24; C -0.05; C -0.10; C -0.10; C -0.02; C -0.17; N -0.05; C -0.18; C -0.02; C -0.10; C -0.10; C -0.03; C -0.23; C -0.16; C -0.03; C -0.10; C -0.10; C -0.03; C -0.23; N -0.17; C -0.41; P 0.94; C -0.53; C -0.14; C -0.12; C -0.54; C -0.11; C -0.14; C -0.56; C -0.11; C -0.13; H 0.08; H 0.07; H 0.04; H 0.07; H 0.07; H 0.08; H 0.06; H 0.09; H 0.06; H 0.07; H 0.07; H 0.08; H 0.06; H 0.08; H 0.05; H 0.06; H 0.05; H 0.08; H 0.03; H 0.06; H 0.06; H 0.08; H 0.07; H 0.08; H 0.05; H 0.09; H 0.10; H 0.09; H 0.11; H 0.11; H 0.10; H 0.10; H 0.09; H 0.11; H 0.10; H 0.10; H 0.09; H 0.09; H 0.08; H 0.07; H 0.08; H 0.04; H 0.08; H 0.07; H 0.08; H 0.07; H 0.08; H 0.07; H 0.05; H 0.08; H 0.07

***

# 2
C51H74F6N4O5PS3SbSi4Ti | ωB97M-V with the def2-TZVPD basis set

Atoms and positions in Å:
Ti1 0.15843 0.73271 0.23034
N1 1.24760 -1.09436 3.41930
P1 1.95979 -1.88132 2.03255
C1 1.96949 -3.59242 2.70296
C2 2.42400 -3.91651 3.98254
C3 2.39274 -5.22328 4.43489
C4 1.92827 -6.23440 3.60104
C5 1.51153 -5.93128 2.31632
C6 1.53026 -4.61285 1.87378
C7 3.72666 -1.52932 2.34933
C8 4.66791 -2.45153 1.88942
C9 6.01554 -2.26267 2.13917
C10 6.44482 -1.14134 2.83873
C11 5.51892 -0.21431 3.28611
C12 4.16303 -0.41268 3.04787
C13 0.47417 0.02972 3.68169
C14 0.50050 0.44132 5.03373
C15 -0.31740 1.45437 5.46224
C16 -1.17137 2.06260 4.54390
C17 -1.11753 1.61725 3.24873
N2 -0.32857 0.62236 2.78966
H1 1.76579 -1.31864 4.25908
H2 2.83828 -3.15093 4.62908
H3 2.74686 -5.45911 5.42941
H4 1.90677 -7.25732 3.95205
H5 1.17973 -6.71482 1.64775
H6 1.21808 -4.38000 0.86787
H7 4.34635 -3.33263 1.34471
H8 6.73441 -2.98881 1.78220
H9 7.49874 -0.99239 3.03352
H10 5.83934 0.66766 3.82341
H11 3.45525 0.32431 3.40474
H12 1.17798 -0.05091 5.71838
H13 -0.28705 1.77788 6.49391
H14 -1.83233 2.87259 4.81186
H15 -1.75241 2.08025 2.50513
C18 -0.39121 -0.22016 -1.56975
Si1 0.71528 -1.18239 -2.73899
C19 2.22795 -0.20364 -3.27320
N3 3.01918 0.39024 -2.22206
C20 3.92488 -0.57228 -1.60736
C21 5.11174 0.14141 -0.98523
C22 5.96742 0.80321 -2.07352
C23 5.07775 1.37471 -3.18998
C24 3.68796 1.62987 -2.62194
C25 -0.27739 -1.41352 -4.34642
C26 -1.56348 -1.96223 -4.32625
C27 -2.31327 -2.12265 -5.47892
C28 -1.79153 -1.73189 -6.70390
C29 -0.52064 -1.18716 -6.75787
C30 0.22215 -1.03309 -5.59347
C31 1.00524 -2.96006 -2.17365
C32 2.19000 -3.66159 -2.39967
C33 2.26692 -5.03588 -2.21468
C34 1.14550 -5.75145 -1.82830
C35 -0.04532 -5.07923 -1.59580
C36 -0.10016 -3.70189 -1.74890
H16 -1.29028 -0.82400 -1.42010
H17 -0.64478 0.62840 -2.22197
H18 1.76117 0.60752 -3.84397
H19 2.84061 -0.77750 -3.99697
H20 4.30498 -1.28672 -2.36502
H21 3.38161 -1.16260 -0.86108
H22 5.70926 -0.56604 -0.41577
H23 4.73864 0.88491 -0.27933
H24 6.65815 0.06445 -2.49216
H25 6.57901 1.59130 -1.62978
H26 5.00217 0.66039 -4.01677
H27 5.50177 2.29084 -3.60640
H28 3.03991 2.14495 -3.33397
H29 3.76689 2.27398 -1.74708
H30 -2.00779 -2.26676 -3.38556
H31 -3.30687 -2.54831 -5.42349
H32 -2.37355 -1.85003 -7.60833
H33 -0.10127 -0.88151 -7.70756
H34 1.21187 -0.60380 -5.67767
H35 3.07285 -3.13256 -2.73614
H36 3.20119 -5.55174 -2.39352
H37 1.19621 -6.82681 -1.71776
H38 -0.92904 -5.63230 -1.29996
H39 -1.04132 -3.19633 -1.57253
F1 3.26422 4.65925 -0.88411
C37 1.98626 4.89437 -0.67402
F2 1.83487 5.77226 0.29957
F3 1.46643 5.36648 -1.80466
S1 0.85567 3.39221 -0.18703
O1 0.86083 2.20165 -1.13415
O2 -0.33987 4.15174 -0.50461
N4 0.61956 2.80875 1.32680
S2 2.19121 2.20936 1.76389
O3 1.77884 0.61194 0.94262
O4 2.95288 2.77808 0.58943
C38 2.45043 3.69308 2.93082
F4 1.82993 3.34293 4.09160
F5 2.07830 4.94463 2.66639
F6 3.76367 3.72349 3.23374
C39 -2.58755 6.03053 -0.32854
Si2 -3.16924 4.54056 0.65014
C40 -2.55703 4.68722 2.41934
C41 -5.05373 4.62181 0.64363
Sb1 -2.29791 2.23963 -0.16112
Si3 -4.35119 0.76598 0.46851
C42 -4.24229 0.32114 2.28928
C43 -6.08679 1.46034 0.24592
C44 -4.40362 -0.79666 -0.58792
Si4 -2.83550 2.55537 -2.64701
C45 -4.41476 3.55875 -2.82480
C46 -1.40616 3.44723 -3.45455
C47 -3.13819 0.93466 -3.55531
H40 -2.94635 6.90330 0.22593
H41 -3.02556 6.06858 -1.32774
H42 -1.51422 6.10099 -0.43477
H43 -2.70528 5.70024 2.80017
H44 -1.49348 4.45399 2.50024
H45 -3.10669 3.99926 3.06800
H46 -5.32288 5.66770 0.48019
H47 -5.47168 4.31219 1.60118
H48 -5.53550 4.03874 -0.13447
H49 -4.49618 1.18650 2.90541
H50 -3.24996 -0.01418 2.58180
H51 -4.96483 -0.46648 2.51542
H52 -6.33859 2.25442 0.94168
H53 -6.77072 0.62809 0.42920
H54 -6.27612 1.82081 -0.76274
H55 -4.93161 -1.59257 -0.05843
H56 -4.96178 -0.58600 -1.49951
H57 -3.41701 -1.16130 -0.87107
H58 -4.42840 4.50721 -2.29219
H59 -5.27594 2.97810 -2.49492
H60 -4.54858 3.77309 -3.88848
H61 -1.40367 4.51254 -3.22476
H62 -1.49086 3.31241 -4.53608
H63 -0.44458 3.04907 -3.12942
H64 -3.43040 0.10896 -2.91367
H65 -2.25538 0.60806 -4.10595
H66 -3.94105 1.09683 -4.27751
O5 -1.35145 -0.97487 0.90367
S3 -1.23602 -2.42154 1.38066
C48 -2.66639 -3.31015 0.72150
C49 -3.78008 -3.23385 1.75602
C50 -3.06767 -3.45256 3.08628
C51 -1.88653 -2.48351 3.07937
H67 -2.32028 -4.33608 0.58651
H68 -2.89421 -2.88515 -0.25296
H69 -4.56519 -3.96476 1.56125
H70 -4.22744 -2.23904 1.73377
H71 -2.70221 -4.48075 3.14628
H72 -3.70899 -3.27869 3.95015
H73 -1.07025 -2.75767 3.73825
H74 -2.19022 -1.45796 3.29325

- HOMO-LUMO gap: 7.47 eV
- Energy: -6965.8645 a.u.
- Energy above the lowest of the compared OMol25 structures with the same formula, charge and spin: 361.5 kJ/mol

Atom charges from the Löwdin analysis, given in e for atoms 1 to 99: Ti 0.79; N -0.10; P 1.05; C -0.38; C -0.09; C -0.08; C -0.09; C -0.08; C -0.12; C -0.36; C -0.10; C -0.09; C -0.09; C -0.07; C -0.09; C -0.36; C -0.02; C -0.06; C -0.06; C -0.18; N 0.06; H 0.07; H 0.11; H 0.10; H 0.10; H 0.10; H 0.07; H 0.11; H 0.10; H 0.10; H 0.11; H 0.08; H 0.11; H 0.11; H 0.10; H 0.02; C -0.32; Si 0.67; C -0.25; N -0.20; C -0.20; C -0.17; C -0.18; C -0.17; C -0.19; C -0.23; C -0.12; C -0.09; C -0.09; C -0.09; C -0.09; C -0.22; C -0.08; C -0.08; C -0.10; C -0.10; C -0.12; H -0.01; H -0.01; H 0.09; H 0.09; H 0.11; H 0.10; H 0.10; H 0.10; H 0.10; H 0.11; H 0.10; H 0.11; H 0.12; H 0.09; H 0.09; H 0.10; H 0.10; H 0.10; H 0.09; H 0.09; H 0.10; H 0.10; H 0.10; H 0.07; F 0.16; C -0.64; F 0.16; F 0.15; S 0.67; O -0.43; O -0.48; N -0.37; S 0.88; O -0.62; O -0.49; C -0.71; F 0.06; F 0.10; F 0.08; C -0.20; Si 0.38; C -0.22